[1]
The following is a quantum chemistry calculation of a cluster of 3 separate species, C21H46BCl2F2N2O4 in total, from OMol25.

XYZ file:
```
78
Properties=species:S:1:pos:R:3:forces:R:3
C -2.06378 1.07867 3.49319 0.7257 -0.5690 -0.4954
C -1.98544 2.17936 2.26386 0.9415 0.1336 1.2104
C -2.19902 3.74392 2.81500 1.1866 -1.1647 -0.1317
F -3.02225 3.79040 4.05941 1.4683 -0.4065 -1.6492
B -2.78810 4.68913 1.58956 0.2591 1.0457 0.1970
C -4.30555 5.27337 1.85100 -5.3640 -2.7747 1.2241
Cl -4.76214 7.10719 1.79550 0.6804 -2.2042 0.0701
C -5.47999 4.35542 2.13865 3.6751 2.2928 -0.8569
C -5.38211 2.71963 2.19956 -1.6328 0.3191 0.0605
Cl -7.18572 5.10592 2.45592 2.0187 -1.2106 -0.3638
C -1.64522 5.84799 1.30456 1.0137 0.2200 0.1901
F -1.95223 6.61612 0.04719 0.6210 -0.8553 1.8910
C -1.40196 6.88920 2.54778 0.1829 0.7604 -0.7152
C -0.00852 6.66394 3.38180 -1.0782 0.3407 1.1958
H -3.16082 0.75999 3.76286 2.1607 0.8215 -0.4075
H -1.49012 0.10406 3.13331 -1.2747 1.8237 0.7676
H -1.46847 1.44623 4.45743 -1.5331 -0.5916 -2.1097
H -2.66529 1.92667 1.34488 1.1231 0.4489 2.0169
H -0.86104 2.13298 1.86678 -2.3831 0.2064 0.7246
H -1.09684 4.11216 3.08480 -2.4177 -0.8689 0.0314
H -2.79613 3.99522 0.61206 -0.3018 -0.2035 -0.4619
H -4.81828 2.26866 1.27154 -0.8313 1.1467 1.9958
H -4.98244 2.31736 3.23740 -0.4817 1.0505 -2.2875
H -6.50153 2.31234 2.12087 2.3662 0.9576 0.1284
H -0.63971 5.25481 1.05554 -1.7956 1.5284 0.4682
H -1.37569 7.97674 2.07883 -0.0949 -2.1907 0.9152
H -2.32190 6.86176 3.29022 1.9725 -0.0278 -1.5033
H 0.14415 7.63553 4.05632 -0.1004 -2.0308 -1.4768
H -0.21300 5.78752 4.16574 0.8399 1.7249 -1.8487
H 0.94357 6.48519 2.72519 -1.9382 0.2318 1.2116
C -2.19770 -2.29266 1.21382 0.1901 0.3186 0.2016
O -1.39575 -2.66821 2.32500 -0.4024 -0.5499 -0.1908
C -1.54150 -4.04536 2.70052 0.5385 0.0848 0.2290
C -0.29696 -4.86043 2.31107 -0.6129 0.2288 -0.3756
N -0.19952 -5.03089 0.85787 0.1600 0.2132 0.1437
C 1.10269 -5.51787 0.39507 -0.0486 0.3243 -0.0893
C 2.35364 -4.67945 0.73532 0.1017 -0.2118 -0.4896
O 2.42714 -3.42589 0.05139 -0.1066 -0.5173 0.9025
C 1.63461 -2.39501 0.62280 0.1894 0.1782 -0.3231
H -2.20756 -1.20049 1.15771 0.0376 -0.1430 0.1181
H -1.77368 -2.66960 0.28124 -0.1429 -0.1015 -0.1832
H -3.22792 -2.64350 1.32433 0.0434 -0.0331 -0.0362
H -2.46422 -4.48841 2.29814 0.2388 0.1407 -0.1229
H -1.62634 -4.05441 3.79357 0.0169 -0.0299 -0.1041
H -0.35074 -5.84826 2.78479 0.0120 0.0667 -0.0508
H 0.57160 -4.33553 2.71103 0.0676 0.0519 0.2565
H -0.37742 -4.13526 0.40800 -0.0084 -0.2812 0.1818
H 1.03557 -5.58835 -0.69716 0.1188 -0.0229 0.1141
H 1.24725 -6.53965 0.76568 0.0487 0.0910 0.0783
H 3.22664 -5.25008 0.39125 -0.1387 0.1045 -0.0265
H 2.49698 -4.54483 1.81160 -0.1659 0.1334 0.0523
H 1.58812 -2.45623 1.71267 -0.1020 -0.0747 -0.0488
H 0.63553 -2.41347 0.18762 -0.1919 0.0984 0.2216
H 2.08234 -1.43492 0.35331 0.0696 -0.1155 0.0002
C 4.89432 -3.44109 -3.54047 -0.3304 -0.2045 -0.2635
O 3.48663 -3.51570 -3.71860 0.3973 0.1433 0.3212
C 2.74071 -2.83729 -2.69775 -0.4223 0.3040 -0.3652
C 2.12088 -1.53697 -3.23617 0.7058 -0.2273 0.2297
N 3.14439 -0.51671 -3.48484 -0.1015 -0.2144 -0.2269
C 2.67836 0.62165 -4.28109 0.1781 -0.1274 -0.1732
C 2.11407 0.33908 -5.69010 0.2403 0.5442 0.0232
O 3.08981 -0.09929 -6.63897 -0.4140 -0.1636 0.2689
C 3.42641 -1.47597 -6.54546 0.1908 0.3150 -0.2993
H 5.35878 -4.17303 -4.20727 -0.1425 0.0509 0.0487
H 5.27093 -2.45430 -3.81616 0.1912 0.0972 0.1445
H 5.18275 -3.67694 -2.51196 -0.0059 0.0859 0.0022
H 3.34210 -2.66127 -1.79389 -0.0731 -0.0175 -0.4842
H 1.92431 -3.51366 -2.41839 0.1621 0.1362 0.0009
H 1.40096 -1.15116 -2.50408 0.0598 -0.0184 -0.0608
H 1.57927 -1.79041 -4.14848 -0.2418 -0.1349 -0.0554
H 3.92491 -0.94569 -3.97775 -0.2602 0.1003 0.2088
H 3.53883 1.29180 -4.39480 -0.1699 -0.0115 -0.0575
H 1.92827 1.17218 -3.70093 -0.0325 -0.1014 -0.0874
H 1.73515 1.29249 -6.08198 0.1385 -0.1446 0.0486
H 1.25287 -0.33560 -5.67717 0.0979 -0.1953 0.0518
H 2.57371 -2.09867 -6.26457 0.0435 0.0407 0.1346
H 4.25274 -1.60720 -5.84701 -0.0487 -0.2825 0.1299
H 3.78165 -1.80501 -7.52546 -0.0831 0.1174 0.0108
```
Forces are in eV/Å.

## Properties
* highest occupied orbital energy: -4.795 eV
* charge: -1
* E_tot: -64843.564 eV
* energy above the lowest of the compared OMol25 structures with the same formula, charge and spin: 4.7536 eV

[2]
The following is a quantum chemistry calculation of a structure of composition C21H46N2O4S2Si4, from OMol25.

XYZ file:
```
79
Properties=species:S:1:pos:R:3:forces:R:3
C -0.03749 0.21456 0.47583 0.6942 0.4195 0.2428
C -0.70485 1.57751 0.41637 -0.5138 -0.0762 -0.0801
C 0.00132 2.79848 0.77720 0.3019 -0.3750 0.0640
S 1.72003 2.74633 1.32070 1.0971 0.2139 1.8620
C 2.65050 2.42452 -0.20122 -0.8045 0.1204 -0.3138
O 2.10733 4.02497 1.87696 -0.4940 0.3719 -1.3122
O 1.95139 1.70301 2.29765 -0.6348 -0.7424 -1.0087
C -0.53230 4.04441 0.74444 -0.1531 0.7797 0.0538
C -1.87921 4.21512 0.29346 0.9966 -1.2770 0.2190
N -2.55399 5.35815 0.16856 -0.8000 -0.9893 -0.4494
S -3.99409 4.87956 -0.43014 0.1837 0.1735 0.1352
N -3.81489 3.28356 -0.53313 0.4728 0.3226 0.2234
C -2.56916 3.00816 -0.09334 -0.6992 0.9085 -0.1410
C -2.00618 1.69392 -0.02278 0.2152 -0.0595 0.3146
C -2.88287 0.54516 -0.46448 0.1736 -0.1227 -0.4215
H 0.69117 0.15934 1.29469 -0.2710 0.1208 -0.2067
H 0.54475 0.07818 -0.45101 -0.3223 -0.2928 0.1849
H -0.74227 -0.60349 0.63218 0.1028 0.2238 -0.2947
H 3.38320 1.62712 -0.05791 -0.0316 0.3432 0.2350
H 1.93492 2.11550 -0.97788 0.1779 -0.0100 0.2873
H 3.06810 3.38472 -0.51841 0.1655 -0.2798 0.2071
H 0.03817 4.91872 1.05532 0.0080 -0.3020 -0.0589
H -2.44278 -0.44035 -0.28806 -0.0345 0.3240 0.0601
H -3.87748 0.55686 -0.00314 0.2398 0.2170 -0.0816
H -3.01562 0.62800 -1.55526 -0.1600 -0.0194 0.2843
O 7.51867 0.81750 1.97977 0.0109 -0.0191 -0.0235
Si 8.93211 0.05611 1.59649 0.3508 -0.1507 0.0429
C 9.17420 -1.45042 2.68427 -0.1423 0.1628 -0.0220
C 10.38107 1.21658 1.85079 -0.1762 -0.0376 -0.0166
C 8.92782 -0.50250 -0.18661 -0.2484 0.1594 0.0997
Si 6.80613 1.54732 3.28421 -0.2142 0.2349 0.4111
C 5.10927 2.18686 2.85022 0.3659 -0.1974 -0.3080
C 7.85087 2.98908 3.87062 0.0758 -0.1900 -0.1615
C 6.63079 0.32611 4.69556 0.1591 -0.0215 -0.2221
H 9.31313 -1.15981 3.72758 0.0028 -0.0545 0.0103
H 10.05497 -2.01318 2.36800 -0.0006 -0.0012 0.0035
H 8.30585 -2.11065 2.62769 0.0306 -0.0312 0.0280
H 10.23934 2.14160 1.28777 0.0392 0.0215 0.0340
H 11.30560 0.74737 1.50633 -0.0026 0.0048 0.0064
H 10.50354 1.46856 2.90567 0.0284 0.0473 -0.0127
H 8.81739 0.34691 -0.86383 -0.0122 -0.0335 -0.0342
H 8.11261 -1.20368 -0.37663 0.0129 0.0077 -0.0453
H 9.86992 -1.00275 -0.42027 -0.0007 0.0010 0.0205
H 5.16229 2.92577 2.04661 -0.0576 0.0240 0.0238
H 4.65405 2.66457 3.71884 -0.0369 -0.0062 -0.0162
H 4.45451 1.37628 2.52915 -0.0689 0.0418 0.0387
H 8.81308 2.64563 4.25693 0.0123 0.0634 0.0119
H 7.33845 3.52996 4.66858 -0.0101 -0.0025 -0.0039
H 8.04204 3.68567 3.05126 0.0158 0.0331 0.0381
H 7.60992 0.01755 5.06871 -0.0329 -0.0399 0.0435
H 6.09376 -0.56680 4.36786 -0.0085 -0.0069 0.0581
H 6.07936 0.77669 5.52304 -0.0117 0.0018 -0.0115
O -7.02576 -3.38301 -3.11610 0.0170 -0.0013 -0.0039
Si -8.59617 -3.83155 -3.37124 -0.4282 -0.0363 -0.0272
C -9.47289 -2.55324 -4.42392 0.2189 -0.0100 0.1007
C -9.49845 -3.98062 -1.73602 0.1728 0.0335 -0.0922
C -8.68665 -5.47716 -4.24928 0.2922 0.1135 0.0790
Si -6.17877 -2.13484 -2.44517 0.1342 0.3991 0.1862
C -4.33701 -2.42427 -2.57450 -0.2048 -0.2810 -0.1287
C -6.61888 -1.95113 -0.63310 -0.0617 -0.1387 -0.1713
C -6.57926 -0.52908 -3.32378 -0.0722 -0.2244 0.0008
H -9.55946 -1.60288 -3.89303 -0.0303 0.0192 -0.0485
H -10.47881 -2.89291 -4.67861 0.0002 0.0008 0.0008
H -8.92473 -2.37589 -5.35193 -0.0450 0.0259 -0.0134
H -8.97328 -4.66385 -1.06508 -0.0331 0.0212 0.0401
H -10.50664 -4.36943 -1.89580 0.0040 0.0057 0.0018
H -9.58554 -3.01034 -1.24352 -0.0130 -0.0254 0.0519
H -8.21167 -6.26367 -3.65949 0.0019 -0.0270 -0.0450
H -8.19412 -5.43089 -5.22260 -0.0044 -0.0505 0.0032
H -9.73070 -5.75501 -4.40767 -0.0016 0.0231 0.0066
H -4.04650 -3.33860 -2.05252 0.0462 0.0067 -0.0312
H -3.79713 -1.58922 -2.12540 -0.0307 0.0158 0.0020
H -4.02693 -2.51011 -3.61799 0.0465 -0.0194 0.0215
H -7.66197 -1.65209 -0.51207 0.0111 0.0033 0.0580
H -5.99155 -1.19068 -0.16300 -0.0039 0.0036 0.0018
H -6.47126 -2.89419 -0.10213 -0.0089 0.0292 0.0445
H -7.62356 -0.25049 -3.16845 0.0102 0.0519 -0.0361
H -6.40807 -0.62463 -4.39836 -0.0070 0.0571 0.0011
H -5.95263 0.28136 -2.94445 -0.0015 0.0001 -0.0003
```
Forces are in eV/Å.

## Properties
* highest occupied orbital energy: -9.295 eV
* E_tot: -86883.031 eV

Question: Which of these has the highest highest occupied orbital energy?
Answer: C21H46BCl2F2N2O4